(P)
A single C3H3ClO2 molecule, computed with wB97M-V/def2-TZVPD.

Last column: Löwdin charge in e.
CARTESIAN COORDINATES (ANGSTROEM)
C  -0.17  0.99  0.71  -0.57
C  -0.59  -0.25  -0.06  -0.65
C  0.26  -1.13  -0.56  0.00
H  1.36  1.02  -0.34  0.07
H  -0.05  -2.04  -1.14  0.09
H  1.35  -0.97  -0.47  0.08
O  0.95  1.56  0.30  0.16
O  -0.83  1.43  1.61  0.12
Cl  -2.29  -0.61  -0.05  0.71

The net charge is 0. The value obtained for the HOMO energy is -10.45 eV. For the gap between HOMO and LUMO, the calculation gives 10.57 eV. Its SMILES is C=C(Cl)C(=O)O.

---

(Q)
A molecular structure, C3H3ClO2, computed with wB97M-V/def2-TZVPD.

Last column: Löwdin charge in e.
CARTESIAN COORDINATES (ANGSTROEM)
C  0.38  -0.65  -0.51  -0.35
C  -1.50  -0.26  -0.44  -0.62
C  0.98  0.04  0.67  -0.06
O  0.81  -0.94  -1.56  0.13
O  -2.58  -0.67  -0.22  0.04
Cl  -1.37  1.50  -0.88  0.58
H  1.08  1.14  0.40  0.10
H  1.96  -0.30  1.04  0.10
H  0.24  0.15  1.50  0.09

The net charge is 0. The value obtained for the HOMO energy is -9.66 eV. For the gap between HOMO and LUMO, the calculation gives 9.65 eV.

---

Taking the most stable structure as the zero point, the relative energies in kcal/mol are (P) 0.0; (Q) 23.3.

---

(P)
A molecular structure, C4H2O2Zn, computed with wB97M-V/def2-TZVPD.

Last column: Löwdin charge in e.
CARTESIAN COORDINATES (ANGSTROEM)
O  -1.33  -1.73  -0.92  0.21
C  -1.03  -0.66  -0.53  -0.17
C  -0.23  0.74  -0.40  -0.33
C  -1.51  1.00  0.16  -0.10
H  -1.71  1.12  1.23  0.09
H  -1.13  1.99  -0.63  0.23
O  2.50  -1.07  0.38  -0.08
C  3.03  -2.02  0.08  0.18
Zn  1.41  0.63  0.63  0.98

The net charge is +1. The value obtained for the HOMO energy (spin up / spin down) is -12.99 / -12.56 eV. As for the spin multiplicity: 2. For the gap between HOMO and LUMO (spin up / spin down), the calculation gives 6.80 / 6.27 eV.

---

(Q)
A molecular structure, C4H2O2Zn, computed with wB97M-V/def2-TZVPD.

Last column: Löwdin charge in e.
CARTESIAN COORDINATES (ANGSTROEM)
H  0.26  2.40  -1.16  0.08
C  0.45  1.53  -0.54  0.17
C  0.08  0.60  0.22  -0.18
C  0.91  -1.03  2.08  0.22
C  0.59  -0.24  1.22  -0.12
H  1.06  -1.71  2.90  0.07
O  -1.92  -0.31  -1.87  -0.18
O  -1.35  -0.72  -0.69  -0.24
Zn  -0.08  -0.52  -2.14  1.17

The net charge is +1. The value obtained for the HOMO energy (spin up / spin down) is -14.43 / -14.39 eV. As for the spin multiplicity: 2. For the gap between HOMO and LUMO (spin up / spin down), the calculation gives 6.62 / 6.62 eV.

---

Taking the most stable structure as the zero point, the relative energies in kcal/mol are (P) 0.0; (Q) 27.0.